277
Properties=species:S:1:pos:R:3:forces:R:3:lowdin_charge:R:1 method="wB97M-V/def2-TZVPD" spin_multiplicity=1 e_homo_ha=-0.324 orbital_gap_ev=9.24 e_tot_ev=-142891.176
C -4.88014 6.33053 -1.05231 0.254 0.138 0.585 -0.0464
C -3.51198 6.74486 -0.44030 -0.961 1.415 0.040 -0.4072
C -3.65257 7.10246 1.03788 -0.833 -0.087 0.146 -0.1900
O -3.98549 5.93833 1.82226 -0.851 0.428 -1.057 -0.1978
C -3.95668 6.23250 3.19543 1.495 0.830 -0.210 -0.1163
N -2.48925 5.77756 -0.67544 0.567 -0.267 -1.984 0.0711
H -5.23235 5.42827 -0.54373 -0.104 0.157 0.051 0.0715
H -4.87683 6.10855 -2.11994 0.497 0.089 -0.016 0.0673
H -5.59012 7.15242 -0.91233 -0.071 -0.213 0.108 0.0741
H -3.21375 7.73333 -0.91201 -0.282 -0.972 0.352 0.1573
H -4.44459 7.89954 1.05686 0.342 -0.688 0.518 0.1337
H -2.74114 7.54395 1.46230 0.113 -0.057 -0.275 0.1176
H -4.45006 7.18757 3.42004 0.112 -0.130 0.036 0.0925
H -2.88368 6.26366 3.42488 -0.040 0.550 0.589 0.0898
H -4.34514 5.47203 3.83739 -0.704 -0.795 -0.141 0.0722
H -1.97459 5.45878 0.10553 0.332 -0.176 1.385 0.0574
H -1.81850 6.23149 -1.28580 0.391 -0.299 -0.139 0.0641
C 2.10310 2.80352 2.28566 2.195 0.294 -0.548 -0.0282
C 2.48475 3.36783 0.89253 -1.801 -2.525 -0.131 -0.3598
C 3.53119 2.54109 0.18100 0.160 0.842 -0.712 -0.1419
O 3.98975 3.39990 -0.91053 -1.050 0.265 2.041 -0.1816
C 5.12721 2.99223 -1.55673 0.449 -1.574 -0.248 -0.1338
N 1.25879 3.41666 0.10175 -0.776 0.619 1.073 0.0834
H 1.63796 1.81961 2.20508 -0.134 0.164 0.085 0.0706
H 1.54084 3.52462 2.84203 -0.835 0.131 0.171 0.0432
H 3.06516 2.74164 2.84182 -0.582 -0.311 -0.093 0.0802
H 2.90440 4.32805 0.99715 0.375 1.292 0.181 0.1023
H 3.13607 1.62938 -0.26559 -0.204 -0.080 0.219 0.0975
H 4.27297 2.28753 0.94414 0.780 0.071 -0.489 0.1160
H 4.88211 2.20714 -2.25847 0.036 -0.726 -0.308 0.0686
H 5.90117 2.61304 -0.87708 0.055 0.218 0.014 0.0924
H 5.50158 3.77378 -2.16709 0.486 1.078 -0.283 0.0775
H 1.37505 3.72760 -0.82114 0.565 0.446 -1.472 0.0648
H 0.68659 2.57864 0.03714 0.405 -0.238 0.222 0.0713
C 3.34979 -2.88456 3.03844 1.329 -0.038 -0.394 -0.0411
C 3.03136 -1.52040 3.59007 0.259 0.690 -0.757 -0.4005
C 3.82508 -0.39271 2.90217 -0.073 -1.189 -1.049 -0.1997
O 5.07120 -0.37898 3.52549 0.127 -0.392 0.457 -0.1679
C 5.85706 0.69967 3.13533 -1.385 0.427 -0.359 -0.0938
N 1.61746 -1.26618 3.40263 -0.410 0.144 0.211 0.0724
H 2.91522 -3.67149 3.65054 0.205 0.076 0.139 0.0502
H 4.46596 -2.96105 2.96252 -0.891 -0.338 0.206 0.1048
H 2.94697 -3.03302 2.01586 0.134 0.458 0.427 0.0774
H 3.32345 -1.38722 4.63441 0.041 -0.538 0.219 0.1465
H 3.31425 0.57575 2.94617 0.027 -0.032 0.344 0.0936
H 3.98750 -0.62346 1.81816 -0.330 0.124 0.576 0.1173
H 6.05720 0.68293 2.06908 0.346 -0.101 -0.317 0.0622
H 6.73351 0.63613 3.72002 1.103 0.316 0.450 0.0841
H 5.27404 1.61455 3.31623 0.443 0.246 0.188 0.0873
H 1.09481 -1.94766 3.95834 -0.070 0.246 -0.316 0.0827
H 1.48321 -0.38343 3.87245 -0.719 0.301 0.106 0.0505
C 4.11501 -2.91542 -2.36561 0.845 -1.049 0.592 -0.0268
C 3.31502 -2.00112 -1.44855 0.266 0.246 -0.916 -0.3927
C 4.20291 -0.96805 -0.76770 -0.235 -0.530 -0.754 -0.1714
O 5.23095 -1.71501 -0.10159 -0.430 0.083 -0.272 -0.2218
C 6.50635 -1.10624 -0.14547 -0.845 0.731 -0.105 -0.0712
N 2.37356 -1.30792 -2.34856 -1.722 -0.158 0.338 0.0662
H 4.82645 -2.38717 -3.04280 -0.927 -0.256 0.190 0.1076
H 3.39514 -3.59074 -2.84262 0.207 0.386 -0.596 0.0749
H 4.73573 -3.63094 -1.79031 -0.170 0.549 -0.069 0.0589
H 2.83631 -2.63319 -0.70243 -0.174 0.060 0.125 0.1040
H 3.61396 -0.28581 -0.12907 0.424 -0.552 0.148 0.0876
H 4.59264 -0.36719 -1.59225 0.441 0.143 0.056 0.1241
H 7.12361 -1.63815 0.53740 0.608 -0.273 0.609 0.0890
H 6.34349 -0.08335 0.15284 0.467 0.567 0.451 0.0607
H 6.99187 -1.03498 -1.11743 -0.267 -0.512 -0.438 0.0966
H 1.77387 -2.00263 -2.83733 0.723 0.379 0.340 0.0943
H 1.67859 -0.74423 -1.82628 0.812 -0.380 0.034 0.0619
C -1.23225 -0.17622 -6.31817 -2.016 -0.011 0.674 -0.0448
C -0.99842 -1.53720 -5.60212 0.367 0.761 -1.891 -0.4097
C -1.81560 -2.58676 -6.37997 -1.693 1.628 -0.648 -0.1632
O -3.19047 -2.33231 -6.01265 -0.080 -0.303 0.560 -0.2281
C -4.11679 -3.12258 -6.72643 0.656 -0.180 -0.955 -0.1103
N 0.39607 -1.84088 -5.70410 0.251 -2.399 0.223 0.0606
H -0.89194 -0.15712 -7.37565 0.051 -0.121 0.856 0.0992
H -0.95336 0.70979 -5.76103 1.066 -0.108 -0.014 0.0329
H -2.32277 0.01527 -6.29223 0.163 -0.485 -0.552 0.0772
H -1.29415 -1.57286 -4.56848 -0.573 0.494 0.423 0.0990
H -1.60304 -3.63677 -6.31153 0.576 -0.570 0.671 0.1162
H -1.78368 -2.32835 -7.45200 0.508 -0.176 0.083 0.1192
H -5.13570 -2.68908 -6.71016 0.778 -0.009 -0.020 0.0887
H -4.17187 -4.15453 -6.38350 -0.044 -0.151 0.599 0.0792
H -3.70119 -3.24817 -7.75319 -0.768 0.387 0.126 0.0886
H 0.59656 -2.57580 -5.02368 0.495 0.165 -0.352 0.0566
H 1.05721 -1.11104 -5.63729 0.342 1.033 0.207 0.0434
C -1.18495 -2.22087 8.28211 0.720 -0.802 -0.640 -0.0511
C -2.14341 -2.45490 7.11575 0.622 0.532 -1.092 -0.4352
C -1.42842 -2.38719 5.71018 -0.794 1.666 0.140 -0.1498
O -0.94347 -1.06815 5.32324 -0.418 -0.610 1.034 -0.2185
C -2.01143 -0.14961 5.02951 0.886 0.170 0.592 -0.0815
N -2.77888 -3.76663 7.14779 0.576 0.325 0.894 0.0484
H -1.49326 -2.57220 9.26887 -0.652 0.223 -0.123 0.0723
H -0.92387 -1.16180 8.32727 0.188 -0.204 0.058 0.0788
H -0.30317 -2.84764 8.08282 0.170 0.449 0.045 0.0826
H -2.85457 -1.62305 7.13005 -0.305 -0.077 -0.008 0.1157
H -2.14961 -2.56265 4.91352 -0.401 -0.916 0.144 0.1105
H -0.62701 -3.11419 5.64675 0.319 0.069 0.057 0.1109
H -3.00918 -0.42970 5.37952 0.228 -0.294 0.022 0.0903
H -2.02200 0.02371 3.97545 -0.205 0.048 -0.879 0.0582
H -1.74820 0.80477 5.49604 -0.130 -0.058 0.076 0.0805
H -3.14249 -3.86725 8.09630 -0.332 -0.377 -0.549 0.0814
H -3.50344 -3.79751 6.44839 -0.375 -0.303 0.065 0.0572
C -5.26449 1.54582 -0.01609 -0.694 -0.140 0.417 -0.0544
C -4.01192 1.24543 0.77307 -0.203 -0.372 -0.233 -0.4012
C -3.49006 2.44022 1.54068 -1.522 -0.427 0.552 -0.2124
O -2.39431 1.92549 2.22533 1.116 0.674 1.267 -0.2093
C -1.64987 2.93586 2.90677 0.108 -0.232 0.201 -0.0809
N -4.20041 -0.01173 1.57410 0.224 0.902 -0.690 0.0765
H -6.08785 1.51967 0.68681 -0.451 0.539 0.413 0.0718
H -5.50660 0.69658 -0.63111 0.224 -0.124 -0.710 0.0450
H -5.31681 2.48581 -0.59904 0.397 -0.583 0.370 0.0852
H -3.20577 1.07148 0.05905 0.018 -0.400 -0.044 0.1084
H -4.26080 2.95406 2.20315 0.776 -0.696 -0.328 0.1519
H -3.20466 3.15895 0.80567 0.432 0.896 -0.573 0.1077
H -0.76183 2.49144 3.40865 -0.841 -0.031 -0.216 0.0753
H -2.29020 3.49906 3.62005 0.229 -0.444 -0.115 0.0933
H -1.24892 3.67134 2.22450 -0.036 0.210 -0.385 0.0602
H -3.50523 -0.01987 2.30007 0.467 -0.045 0.159 0.0342
H -5.07737 -0.01517 2.06843 -0.502 0.249 -0.036 0.0624
C -3.66607 -2.66652 -0.56709 -0.747 -1.495 -0.150 -0.0548
C -3.99225 -2.55969 -2.02561 0.004 -0.477 0.131 -0.4140
C -5.39288 -2.04061 -2.26795 0.208 0.464 -0.786 -0.1727
O -5.63725 -2.08080 -3.67488 0.811 -0.264 -0.007 -0.2001
C -6.94776 -1.75421 -4.00576 -0.281 0.113 -0.136 -0.1235
N -2.95579 -1.73761 -2.68251 -0.610 -0.128 -1.184 0.0658
H -3.45970 -1.70988 -0.21017 -0.444 1.658 1.300 0.0286
H -2.71826 -3.13717 -0.53795 1.127 -0.913 0.246 0.0471
H -4.38638 -3.31247 0.01131 0.583 1.054 -0.415 0.1060
H -3.94256 -3.56978 -2.39372 -0.206 -0.610 -0.642 0.1329
H -5.43319 -0.98578 -1.91521 -0.334 -0.520 -0.044 0.1176
H -6.14883 -2.69188 -1.79826 0.306 0.315 0.343 0.1354
H -7.08072 -1.72022 -5.08910 0.425 0.291 0.003 0.0822
H -7.17510 -0.78363 -3.55487 -0.512 -0.022 -0.127 0.0928
H -7.64293 -2.53876 -3.70008 -0.213 0.054 0.529 0.0855
H -2.09258 -2.27084 -2.78617 -0.100 -0.088 0.559 0.0840
H -3.25778 -1.68409 -3.66778 0.013 0.227 0.281 0.0740
C 1.21862 1.68701 5.82144 1.154 0.018 0.628 -0.0516
C 0.69343 2.95805 6.51033 -1.413 0.481 0.189 -0.4373
C 1.79759 3.77318 7.17091 1.271 0.272 0.163 -0.1800
O 2.79571 4.25567 6.18274 -0.658 -0.980 1.694 -0.2082
C 4.12076 4.48932 6.71189 -1.482 1.519 -1.012 -0.0922
N -0.14062 3.86965 5.71818 0.277 0.481 -0.943 0.0425
H 2.05230 2.02778 5.17585 -0.255 -0.415 0.201 0.0669
H 0.54332 1.05168 5.21358 -0.046 0.691 0.617 0.0452
H 1.64056 1.06811 6.66152 -0.217 0.205 -1.000 0.0977
H 0.01087 2.71038 7.35603 0.543 -0.310 -0.314 0.1380
H 2.22078 3.19845 8.02040 0.560 -0.295 -0.854 0.1217
H 1.40002 4.61625 7.74440 -0.357 0.331 -0.654 0.1187
H 4.12795 5.30207 7.46596 -0.062 -0.441 -0.238 0.0931
H 4.66391 4.82667 5.83134 0.220 0.128 0.120 0.0842
H 4.59248 3.61827 7.07692 0.317 -1.189 0.626 0.0637
H 0.40555 4.39634 5.01138 -0.507 -0.607 0.564 0.0816
H -0.93958 3.41781 5.26148 0.730 0.166 0.321 0.0329
C -3.10449 -8.08465 5.14238 0.158 0.425 0.841 -0.0509
C -2.22583 -7.12667 4.35702 0.859 -0.938 -0.561 -0.4653
C -2.98946 -6.17962 3.53147 -1.038 1.315 -0.903 -0.2222
O -3.79066 -5.28265 4.30993 -0.056 -0.448 0.275 -0.2116
C -4.57629 -4.46809 3.44717 0.807 0.370 0.949 -0.0945
N -1.18204 -6.43526 5.09787 -0.548 0.444 1.476 0.0519
H -2.42473 -8.76755 5.65649 -0.247 -0.204 0.071 0.0755
H -3.71177 -8.64378 4.44231 -0.276 -0.211 0.012 0.0779
H -3.74035 -7.59228 5.90412 0.285 -0.155 -0.484 0.0912
H -1.71573 -7.77759 3.62437 0.004 0.232 0.048 0.1456
H -3.61681 -6.76629 2.85005 -0.284 0.062 0.025 0.1287
H -2.36185 -5.54902 2.88533 0.332 -0.233 0.108 0.1269
H -5.18668 -3.76201 4.04099 0.368 -0.453 -0.162 0.0961
H -5.21600 -5.11574 2.87912 -0.462 -0.081 -0.686 0.0796
H -3.86128 -3.90469 2.83838 -0.458 0.141 -0.429 0.0816
H -1.68735 -5.72079 5.66870 0.684 -0.585 -0.152 0.0790
H -0.78448 -7.11851 5.75862 -0.150 0.589 -0.185 0.0957
C -2.18513 4.62103 -6.83075 0.249 1.808 2.208 -0.0830
C -1.60331 4.55552 -8.17574 1.189 0.566 -1.013 -0.4881
C -0.25508 3.79675 -8.20933 -0.840 1.303 0.093 -0.1999
O 0.32294 4.01745 -9.48901 1.381 -0.057 0.593 -0.1856
C 1.71469 3.61668 -9.55770 -0.242 -0.032 -1.438 -0.0893
N -2.59650 4.07334 -9.08462 -1.157 -1.724 -0.215 0.0347
H -2.39682 3.68549 -6.36398 0.107 -1.072 0.221 0.0605
H -3.12991 5.17087 -6.78046 0.072 0.042 -0.421 0.0901
H -1.49594 5.19543 -6.15610 -0.493 -0.627 -0.371 0.0777
H -1.34846 5.58483 -8.49919 -0.074 -0.293 0.130 0.1477
H -0.44140 2.75915 -8.02422 0.071 -0.971 0.143 0.1118
H 0.33911 4.20910 -7.37969 0.330 -0.174 -0.312 0.1167
H 2.24927 3.58342 -8.61199 -0.311 0.237 0.326 0.0752
H 2.28390 4.27370 -10.26715 -0.770 -0.206 0.715 0.0925
H 1.78218 2.61781 -10.01181 -0.108 0.010 0.248 0.0798
H -3.06329 3.21612 -8.67884 0.750 1.187 -0.733 0.1004
H -2.14944 3.80070 -9.95260 -0.148 -0.076 -0.107 0.0674
C 5.89190 -5.21956 0.06893 0.769 0.047 0.533 -0.2095
C 6.29695 -6.36319 0.99666 -0.586 -0.156 -1.573 -0.2703
O 6.81004 -5.85303 2.16613 0.733 0.173 1.202 -0.0398
O 4.87469 -4.53626 0.77979 -0.832 0.548 0.082 -0.1204
H 5.51618 -5.62896 -0.86654 0.038 0.133 -0.330 0.1158
H 6.73539 -4.50628 -0.07136 -0.349 -0.669 -0.231 0.1389
H 7.03834 -6.98155 0.48464 0.161 0.059 0.240 0.1269
H 5.41220 -6.98839 1.18477 0.072 0.075 -0.074 0.1090
H 6.13976 -5.26679 2.53117 -0.057 0.077 0.052 0.0747
H 4.83649 -3.58923 0.54897 0.330 -0.103 -0.078 0.0691
C 2.24817 1.82897 -3.40371 -0.125 -0.851 -0.211 -0.2495
C 0.96764 1.69341 -4.22086 0.607 0.672 -1.048 -0.2255
O 1.26059 1.80915 -5.62727 0.036 0.365 0.067 -0.0984
O 3.14700 0.85354 -3.89562 0.010 -1.033 0.156 -0.1207
H 2.08344 1.64537 -2.33326 -0.284 0.361 -0.080 0.1008
H 2.74338 2.77935 -3.55661 -0.168 0.426 0.034 0.1064
H 0.27709 2.52387 -4.05853 -0.274 -0.399 0.438 0.1074
H 0.53700 0.69720 -4.10820 -0.361 0.075 0.699 0.0957
H 2.01601 1.24690 -5.83258 0.161 -0.032 0.278 0.0755
H 2.82474 -0.01646 -3.50175 0.748 0.650 -0.266 0.0468
C -0.08400 6.21056 -3.82295 0.683 0.358 -0.147 -0.2102
C 1.25674 5.43481 -3.79986 -0.181 0.569 -0.204 -0.2071
O 2.27109 6.33186 -3.34579 -0.292 0.237 0.299 -0.0640
O -0.27888 6.97399 -2.63837 -2.044 -0.965 -0.165 -0.0712
H -0.86702 5.46709 -3.88611 -0.345 -0.210 0.265 0.0890
H -0.25658 6.87827 -4.69518 0.695 -0.340 0.294 0.1241
H 1.53878 5.12306 -4.80751 -0.349 -0.302 -0.096 0.1164
H 1.13890 4.53957 -3.16275 0.171 0.430 -0.032 0.1029
H 3.05175 5.86982 -3.03121 -0.098 -0.267 -0.015 0.0831
H 0.49860 7.36156 -2.29199 1.654 0.389 -0.027 0.0525
C 0.64727 -5.79950 -3.97039 -0.674 -0.898 -1.182 -0.3061
C 1.50601 -6.81542 -3.26029 0.131 -1.636 0.309 -0.2219
O 1.00921 -7.08840 -1.92261 0.548 0.837 0.295 -0.1098
O 0.83984 -4.53431 -3.50132 0.448 2.384 1.182 -0.1009
H -0.44747 -6.01400 -3.83590 0.803 -0.622 -0.280 0.1336
H 0.87660 -5.80689 -5.08052 -0.209 -0.027 1.152 0.1378
H 2.60703 -6.56926 -3.20860 -1.182 0.051 -0.277 0.1360
H 1.37742 -7.77382 -3.84125 0.355 0.703 0.641 0.1231
H 1.57224 -6.64277 -1.22838 -0.262 -0.440 -1.192 0.0549
H 0.59773 -4.48765 -2.54281 0.273 0.171 -0.805 0.0533
C 2.03331 -6.45534 4.09794 -0.646 0.059 -0.624 -0.2363
C 3.46272 -6.24184 3.62407 0.490 -0.346 -0.733 -0.2491
O 3.92079 -7.42980 2.98477 -0.024 -0.626 0.037 -0.0739
O 1.42443 -5.20301 4.45344 0.332 -0.477 0.010 -0.1128
H 2.01349 -7.17653 4.91764 0.032 0.079 0.241 0.1131
H 1.51347 -6.97199 3.23569 0.286 0.673 0.750 0.1262
H 4.21410 -5.95994 4.36253 -0.423 0.285 0.424 0.1331
H 3.52249 -5.52903 2.80660 -0.275 0.446 0.233 0.0713
H 4.43808 -7.95550 3.59903 -0.027 -0.028 0.055 0.0928
H 0.53466 -5.36302 4.82982 0.263 -0.398 -0.509 0.0362
C 1.90158 6.81928 1.43774 1.904 -0.731 -0.267 -0.2793
C 0.48181 6.59447 1.16262 -1.407 -0.560 -0.763 -0.2375
O 0.04701 5.28321 1.56493 0.078 1.168 -0.150 -0.1327
O 2.21989 6.37930 2.72501 0.309 -0.441 0.717 -0.0556
H 2.21476 7.86729 1.39614 -0.214 -0.123 -0.351 0.1324
H 2.47047 6.20586 0.67889 -0.113 0.813 0.445 0.1187
H 0.37154 6.74839 0.06588 -0.599 0.056 0.562 0.1174
H -0.12518 7.23791 1.76781 -0.445 0.781 -0.031 0.1117
H 0.37129 4.64914 0.88693 0.310 -0.689 -0.166 0.0168
H 1.78947 5.51239 2.80412 0.045 0.298 0.174 0.0508
C -0.69177 0.22098 -1.03903 1.307 0.501 1.127 -0.2316
C -0.27667 -0.21424 0.35895 1.260 -0.461 -0.064 -0.1571
O 1.19206 -0.20006 0.56179 -1.114 0.127 -1.005 -0.1092
O -0.43445 1.59035 -1.26510 -0.983 0.727 -0.421 -0.0936
H -1.71458 -0.05939 -1.15583 -0.665 -0.097 -0.225 0.0727
H -0.06402 -0.36215 -1.69620 -0.128 -0.342 -0.740 0.0906
H -0.64011 -1.24544 0.47034 0.010 0.152 0.230 0.1082
H -0.69267 0.43798 1.09782 -0.618 0.330 0.508 0.0975
H 1.37089 -0.60402 1.42552 -0.217 -0.184 0.315 0.0259
H -1.22441 2.12942 -1.60091 0.895 -0.867 0.494 0.0788
C 1.46078 -5.07398 0.80416 -0.809 0.363 0.197 -0.2005
C 0.57827 -3.84188 0.34112 1.249 -1.602 -0.468 -0.1655
O -0.06753 -4.20095 -0.90276 -0.221 0.283 0.278 -0.1062
O 2.47670 -5.45298 -0.10588 -0.930 -0.267 -0.740 -0.0815
H 0.75979 -5.95047 0.90113 0.523 0.665 -0.110 0.1380
H 1.86571 -4.90104 1.80431 -0.146 0.132 -0.117 0.0784
H 1.21414 -2.97570 0.07817 -0.549 -0.288 0.565 0.0895
H -0.14814 -3.62261 1.14319 0.198 0.078 -0.389 0.1202
H -0.18563 -5.16049 -0.96187 -0.057 -0.037 0.355 0.0757
H 3.37615 -5.15481 0.10310 -0.033 0.350 0.702 0.0464
C -3.14223 1.79352 -3.58964 -0.020 0.758 2.061 -0.1781
C -3.27349 3.25979 -3.08724 0.679 -0.995 -0.683 -0.2132
O -2.16575 3.48368 -2.23479 -0.275 0.903 0.367 -0.1256
O -3.59802 0.99532 -2.48425 0.078 0.627 -0.308 -0.1035
H -2.07137 1.56388 -3.78186 -0.608 0.287 -0.279 0.1122
H -3.77863 1.62783 -4.43229 -0.234 -0.190 -0.856 0.1048
H -4.19389 3.43910 -2.54864 -0.465 -0.469 0.257 0.1016
H -3.30729 3.97571 -3.90739 0.373 0.075 -0.401 0.1003
H -2.40950 4.28463 -1.67991 0.411 -0.493 -0.088 0.0531
H -3.12108 0.15536 -2.45240 -0.089 -0.537 -0.293 0.0124